# C10H17NOYb

A structure of composition C10H17NOYb at a distorted geometry (ωB97M-V with the def2-TZVPD basis set, the OMol25 dataset).

Last column: Mulliken spin population.
Element x y z (Å)
H (-0.7193, 0.1248, 3.6823)  0.0001
N (1.5395, 0.9744, 0.6856)  0.0060
H (-3.4814, 0.5694, 1.1303)  -0.0001
C (-2.7092, -0.1749, 0.8415)  -0.0001
H (-2.4182, 0.6901, 3.4644)  0.0001
H (0.8567, 2.1391, -2.2806)  0.0002
C (-1.4248, 0.0637, 1.6305)  0.0011
H (0.1900, -3.1007, -0.4275)  0.0002
H (0.7846, 2.9798, 0.5527)  0.0000
O (-0.4641, -0.8754, 1.2464)  -0.0018
H (-2.5057, -0.0708, -0.2455)  -0.0001
H (-2.0342, -1.0766, 3.3861)  0.0000
H (-0.8897, -1.8600, -2.5791)  0.0000
H (-3.0997, -1.1971, 1.0355)  0.0001
H (2.2540, 1.0875, 1.4051)  -0.0012
C (1.2787, 2.2345, -0.1032)  -0.0033
H (0.9563, -0.1548, -3.5744)  0.0000
C (0.6892, -2.3703, -1.0662)  0.0040
H (2.7010, -2.1518, -0.0877)  0.0000
Yb (0.5536, -0.0498, -0.5034)  1.0018
H (3.1722, -0.3224, -2.0253)  0.0003
C (0.1232, -1.7194, -2.1970)  -0.0011
H (2.2429, 2.6584, -0.4469)  0.0003
C (1.0904, -0.8113, -2.7144)  -0.0037
H (-1.0495, 1.0870, 1.4217)  0.0005
C (-1.6673, -0.0585, 3.1331)  -0.0003
C (0.3896, 1.8766, -1.3206)  -0.0002
H (-0.6291, 2.2867, -1.2504)  -0.0004
C (2.0103, -1.8677, -0.8841)  -0.0029
C (2.2601, -0.9107, -1.9087)  0.0005

Force components x, y, z for each atom (eV/Å):
H -0.537 -0.146 -0.342
N 4.490 3.921 4.018
H 0.161 -0.334 -0.261
C -0.564 0.303 -0.090
H 0.277 -0.342 0.030
H -0.258 0.172 0.299
C 0.799 -1.324 0.042
H 0.168 0.430 -0.187
H 0.186 -0.148 -0.253
O -1.012 -0.046 -0.186
H -0.205 -0.081 0.496
H 0.223 0.527 -0.213
H 0.343 0.069 0.173
H 0.291 0.539 -0.116
H -0.379 0.397 -0.291
C 0.440 0.449 0.309
H 0.042 -0.216 0.387
C 0.517 -0.934 -0.728
H -0.324 0.166 -0.285
Yb -4.994 -3.857 0.830
H -0.376 -0.190 0.070
C 0.498 -0.780 -0.562
H -0.357 0.033 0.064
C 0.508 -0.857 -0.772
H -0.220 0.200 0.083
C -0.148 0.355 0.507
C -0.507 3.127 -1.483
H 0.285 0.305 -0.051
C 0.331 -1.009 -0.759
C 0.323 -0.729 -0.729

Results
Maximum force, Eh/bohr: 0.1398
Kohn-Sham gap (alpha / beta), eV: 6.9 / 6.9
E_tot, eV: -45711.6277
Expectation value of S²: 0.752
Charge: -1
Molar mass, g mol⁻¹: 340.29
LUMO energy (alpha / beta), eV: 3.33 / 3.33
Spin multiplicity: 2
Highest occupied orbital energy (alpha / beta), Eh: -0.130 / -0.131